No. 1
Below is a 2-piece molecular cluster, C3H7N2O overall in a non-equilibrium geometry, with properties calculated with ωB97M-V with the def2-TZVPD basis set.

total charge = +1

Geometry (Å):
C1 0.00 0.87 1.91
C2 0.78 -0.12 1.47
N1 1.67 0.45 0.51
C3 1.34 1.72 0.37
N2 0.30 2.01 1.21
H1 -0.75 0.65 2.70
H2 0.94 -1.17 1.65
H3 2.43 -0.08 0.08
H4 1.64 2.56 -0.28
H5 0.25 2.97 1.57
H6 -3.82 -4.16 -4.26
H7 -2.73 -2.98 -4.44
O1 -3.04 -3.72 -3.91


No. 2
Below is an isolated ion of composition C3H7N2O and charge +1 in a non-equilibrium geometry, with properties calculated with ωB97M-V with the def2-TZVPD basis set.

total charge = +1
SMILES = [NH2+]=C1CCN1O

Geometry (Å):
C1 -0.52 0.66 0.05
C2 1.32 0.59 0.04
C3 0.97 -0.91 -0.08
N1 -0.44 -0.67 0.06
N2 -1.53 1.51 0.01
O1 -1.35 -1.68 0.02
H1 1.82 1.12 -0.75
H2 1.68 0.86 1.03
H3 1.27 -1.36 -0.98
H4 1.45 -1.58 0.62
H5 -1.36 2.44 -0.39
H6 -2.48 1.27 -0.22
H7 -0.83 -2.26 0.58


No. 3
Below is a 2-piece molecular cluster, C3H7N2O overall in a non-equilibrium geometry, with properties calculated with ωB97M-V with the def2-TZVPD basis set.

total charge = +1

Geometry (Å):
C1 0.75 2.70 -0.25
C2 0.04 2.16 -1.12
C3 -0.23 -1.67 -0.09
N1 0.35 -2.48 0.72
N2 -0.99 -0.63 0.38
O1 -1.45 0.32 -0.37
H1 1.78 3.31 -0.37
H2 0.44 2.66 0.77
H3 -0.30 1.57 -1.90
H4 -0.18 -1.65 -1.24
H5 0.97 -3.17 0.46
H6 -0.04 -2.39 1.66
H7 -1.15 -0.73 1.37


No. 4
Below is a 2-piece molecular cluster, C3H7N2O overall in a non-equilibrium geometry, with properties calculated with ωB97M-V with the def2-TZVPD basis set.

total charge = +1

Geometry (Å):
C1 0.37 -0.77 2.37
C2 1.16 0.38 -0.39
C3 -0.39 0.50 -2.37
N1 0.64 0.51 -1.40
N2 0.03 -0.44 1.21
O1 -1.27 -0.25 0.80
H1 -0.30 -0.87 3.35
H2 1.47 -0.98 2.37
H3 2.07 0.41 0.17
H4 -1.35 0.05 -2.20
H5 0.15 0.03 -3.20
H6 -0.86 1.52 -2.34
H7 -1.73 -0.09 1.63


No. 5
Below is an isolated ion of composition C3H7N2O and charge +1 in a non-equilibrium geometry, with properties calculated with ωB97M-V with the def2-TZVPD basis set.

total charge = +1

Geometry (Å):
C1 -0.92 -1.46 0.38
C2 -0.63 0.82 -0.09
C3 1.24 -0.42 0.48
N1 0.52 1.60 -0.21
N2 -0.11 -0.50 0.23
O1 1.98 -1.25 -0.14
H1 -0.50 -2.49 0.61
H2 -1.98 -1.14 0.45
H3 -1.34 1.31 0.78
H4 -1.20 0.73 -1.08
H5 0.56 2.14 -0.91
H6 0.70 2.29 0.46
H7 1.68 -1.64 -0.96


No. 6
Below is an isolated ion of composition C3H7N2O and charge +1 in a non-equilibrium geometry, with properties calculated with ωB97M-V with the def2-TZVPD basis set.

total charge = +1
SMILES = CC1=[NH+]CON1

Geometry (Å):
C1 0.15 0.26 0.01
C2 -1.94 -0.69 -0.03
C3 1.59 0.50 -0.01
N1 -0.83 1.29 -0.08
N2 -0.49 -0.88 0.00
O1 -2.10 0.72 0.04
H1 -2.37 -1.08 -0.96
H2 -2.43 -1.16 0.84
H3 1.87 1.19 0.79
H4 1.88 0.96 -0.95
H5 2.14 -0.43 0.11
H6 -0.78 2.25 0.24
H7 -0.07 -1.80 -0.06


In order of appearance, relative energy (zero: lowest compared OMol25 entry of this formula, charge and spin) = 22.3; 89.7; 164.3; 127.1; 132.2; 57.6 kcal per mole.